Below is a cluster of 3 separate species, C37H54Cl2FI3N3O7 in total, with properties calculated with ωB97M-V/def2-TZVPD.

## Properties
calculated total energy	-4045.602912	Ha
HOMO energy	-11.069	eV
charge	+1

Geometry as XYZ:
```
107
Properties=species:S:1:pos:R:3:forces:R:3
C -4.4578 0.2068 -1.9474 0.045 -0.751 0.026
C -2.9742 0.8264 -2.4086 -2.134 -1.064 0.643
N -2.2094 1.0046 -1.0792 -0.669 -0.478 -1.992
C -0.7333 1.2397 -1.2743 -0.355 2.274 2.367
C -0.7725 2.7711 -1.9246 1.523 0.974 -5.584
I -1.0636 4.7189 -0.8729 0.260 -1.977 -0.328
C -0.6869 3.0530 -3.4181 -0.288 0.903 4.133
C -0.7114 4.6074 -4.0437 0.035 -0.016 -0.042
I -0.5898 1.5602 -4.9998 -0.033 1.080 1.004
O 0.0755 0.4284 -2.0586 -0.748 0.679 0.102
C 0.7621 -0.7593 -1.6117 -0.771 -1.721 -1.118
C 0.3853 -1.7263 -2.9462 -1.077 -0.529 -0.892
C 1.2430 -1.4897 -4.2977 1.298 -1.337 -0.778
C 0.4072 -1.9473 -5.6550 0.474 1.410 0.541
Cl 0.5782 -3.7969 -6.0076 -0.407 2.075 0.542
C 2.3588 -0.7168 -1.7297 1.356 0.698 -1.345
C 3.4710 -0.2938 -0.6862 2.322 -1.316 1.457
C 4.7150 -1.4272 -0.6639 -0.368 0.560 -0.372
Cl 4.4189 1.2750 -1.1811 -1.159 -1.004 0.347
C 0.0800 -1.3730 -0.1866 1.359 -2.547 -3.331
C -1.3316 -2.0184 -0.6325 -4.097 -0.177 -0.881
O -1.3502 -3.4704 -1.0155 -0.214 1.973 0.229
C -2.5848 -3.7529 -1.7632 -0.476 -2.475 -0.185
C -3.1196 -5.2432 -1.2242 0.232 1.264 0.481
C 1.1181 -2.5919 0.1366 1.997 -1.465 0.729
C 0.7394 -3.7898 1.1718 0.222 -0.572 0.852
C 1.6538 -3.7974 2.5731 -0.726 -0.133 0.748
I 1.3585 -5.7347 0.2282 -0.467 0.895 0.102
N 0.0185 -0.2401 0.8780 -2.160 0.422 1.704
N 1.0708 -0.2812 1.7388 4.727 -0.269 1.205
C -1.1468 -0.3718 1.8816 -4.512 -1.474 2.512
F -0.9295 0.4189 3.1606 0.292 -0.399 -3.802
C -1.3976 -1.7691 2.6734 -0.480 -0.698 1.801
C -2.5233 -1.4271 3.8746 -0.903 -0.263 -0.749
C -0.0383 1.1679 0.2485 -0.838 6.065 -1.352
C 1.3051 2.0490 0.0850 2.814 0.813 -0.076
O -0.9059 2.1049 1.0429 1.877 -1.963 0.586
H -4.4189 -0.9821 -1.8982 0.034 2.540 -0.096
H -5.3060 0.4698 -2.7126 1.716 -0.363 1.506
H -4.7686 0.5587 -0.8608 0.680 -0.485 -2.335
H -3.2179 1.8477 -2.9283 0.967 -1.988 0.726
H -2.4727 0.0266 -3.1006 -0.773 1.908 1.258
H -2.7172 1.8700 -0.7192 1.703 -1.269 -0.052
H -1.7528 5.1494 -3.8263 2.415 -1.258 -0.222
H 0.2095 5.2320 -3.6101 -2.229 -1.424 -0.718
H -0.5838 4.6344 -5.2060 -0.239 -0.557 2.236
H 0.4564 -2.8646 -2.7242 -0.189 2.024 -0.160
H -0.7259 -1.5050 -3.3291 2.286 -0.388 1.429
H 2.1869 -2.2197 -4.2568 -1.933 1.706 -0.183
H 1.6641 -0.4248 -4.4962 -1.062 -1.824 0.576
H 0.8645 -1.3760 -6.5687 -0.870 -1.348 1.703
H -0.7084 -1.6147 -5.5363 1.977 -1.104 -0.362
H 2.5836 0.0786 -2.6018 -0.735 -2.230 1.586
H 2.7011 -1.8196 -2.0544 -0.946 2.693 0.449
H 3.2446 -0.1496 0.4331 -0.238 -0.074 -2.080
H 5.3660 -1.2607 0.3031 -1.328 -0.384 -2.083
H 5.3724 -1.2684 -1.6444 -1.466 -0.501 2.211
H 4.2444 -2.4986 -0.6536 0.973 1.923 0.048
H -1.8880 -1.5148 -1.5625 2.022 -0.365 2.026
H -2.2472 -1.9923 0.1134 2.285 0.522 -0.768
H -2.3044 -3.8796 -2.8983 -0.669 0.699 2.106
H -3.4709 -3.0164 -1.5592 1.922 -1.034 -0.483
H -3.5808 -5.0184 -0.1473 0.824 -0.802 -2.390
H -2.2160 -5.9819 -1.0882 -1.838 1.493 -0.476
H -3.9272 -5.6481 -1.9761 1.621 0.721 1.664
H 2.1807 -2.2628 0.5743 -2.488 -0.041 -1.169
H 1.4508 -3.1781 -0.8529 -1.365 1.854 1.955
H -0.3931 -3.9884 1.3549 2.281 0.648 -0.345
H 0.9235 -3.8308 3.5170 1.605 0.180 -2.007
H 2.3287 -4.7557 2.6693 -1.414 2.056 -0.382
H 2.3670 -2.8731 2.6582 -1.349 -1.625 -0.257
H 1.1724 -1.0743 2.3709 -0.803 -0.122 -0.672
H 1.3388 0.5503 2.2644 -0.865 0.060 -0.742
H -2.1964 -0.1044 1.3788 2.679 0.095 1.121
H -1.8980 -2.6452 2.1074 1.296 1.721 0.453
H -0.4625 -2.1627 3.3028 -1.827 0.929 -1.866
H -3.2182 -2.3838 4.0301 1.758 2.007 -0.253
H -2.0137 -1.1282 4.8883 -1.146 -0.463 -2.213
H -3.2641 -0.5868 3.4620 1.723 -1.692 1.187
H 2.2513 1.7514 0.7225 -2.063 0.173 -1.240
H 1.1674 3.1951 0.4038 -0.358 -2.757 -0.749
H 1.7403 2.1271 -1.0260 -1.269 -0.556 2.429
H -0.3604 2.5091 1.7982 -1.079 -0.942 -1.623
C -2.7982 7.8061 0.4496 -0.136 -0.332 -0.465
C -3.5243 7.3713 -0.5849 0.368 0.042 0.283
C -4.8418 7.9594 -0.8970 -0.623 -0.214 -0.725
O -5.5079 7.5608 -1.8425 0.514 0.215 0.643
C -5.3249 9.0470 -0.0232 0.062 0.273 0.362
C -4.5989 9.4818 1.0113 -0.380 -0.002 -0.284
C -3.2813 8.8937 1.3234 0.512 0.419 0.840
O -2.6152 9.2924 2.2689 -0.443 -0.342 -0.690
H -1.8303 7.3852 0.6929 0.034 0.060 0.069
H -3.1835 6.5750 -1.2356 -0.130 0.094 -0.012
H -6.2929 9.4680 -0.2665 0.026 -0.037 -0.025
H -4.9397 10.2782 1.6620 0.055 -0.034 -0.004
C 4.9876 -3.9935 4.5644 -0.009 -0.202 0.346
C 5.2777 -4.1286 5.8620 -0.209 -0.223 -0.419
C 5.8795 -3.0219 6.6317 0.285 -0.125 1.135
O 6.1471 -3.1454 7.8190 -0.245 0.111 -0.996
C 6.1466 -1.7604 5.9127 -0.008 0.319 -0.407
C 5.8565 -1.6253 4.6151 0.128 0.138 0.365
C 5.2547 -2.7319 3.8454 -0.031 0.032 -0.492
O 4.9870 -2.6085 2.6581 -0.032 0.027 0.450
H 4.5467 -4.7954 3.9850 0.042 0.013 -0.015
H 5.0872 -5.0473 6.4038 0.031 0.043 0.012
H 6.5875 -0.9584 6.4921 -0.002 -0.047 0.015
H 6.0470 -0.7066 4.0733 0.010 -0.038 -0.012
```
Positions in Å, forces in eV/Å.